## 1
DFT (wB97M-V/def2-TZVPD) results for C9H9N3 in the gas phase.

- E_LUMO: 0.6 eV
- HOMO energy: -8.217 eV

Last column: Mulliken charge in e.
Atoms and positions in Å:
H  4.306  0.581  0.668  0.175
C  0.857  0.981  -0.282  0.598
C  0.511  -0.357  -0.356  0.659
C  2.236  1.451  0.108  -0.646
C  3.174  0.336  0.131  -0.173
H  3.556  -1.555  -0.039  0.385
H  -1.593  -2.190  -0.319  0.338
C  1.496  -1.331  -0.226  -0.512
C  2.778  -0.911  -0.201  -0.610
H  2.556  2.558  0.101  0.310
N  -3.029  -0.507  0.031  -0.441
N  -0.800  -0.216  -0.212  0.037
C  -1.301  1.009  -0.093  0.410
H  1.527  -2.436  0.043  0.217
H  -2.947  1.658  0.664  0.319
H  -3.680  -0.833  -0.723  0.290
C  -1.798  -1.278  0.293  -0.478
N  -0.308  1.929  -0.067  -0.770
C  -2.584  0.966  -0.047  -0.635
H  -1.649  -1.283  1.423  0.306
H  -3.308  1.427  -0.898  0.222

=====

## 2
DFT (wB97M-V/def2-TZVPD) results for C9H9N3 in the gas phase.

- E_LUMO: 0.5 eV
- HOMO energy: -7.600 eV

Last column: Mulliken charge in e.
Atoms and positions in Å:
C  -0.288  0.431  -1.624  0.593
H  0.602  -0.798  -3.144  0.282
C  -1.378  0.783  0.948  -0.529
C  0.549  -0.482  1.945  0.408
H  -0.166  0.480  -3.777  0.256
H  -2.147  1.314  -2.306  0.345
C  -0.186  0.092  0.853  0.689
H  -1.237  -1.100  2.776  0.260
C  0.466  -0.026  -0.432  0.497
C  -1.885  1.399  -0.101  -0.625
C  -1.562  1.040  -1.443  -0.733
H  -2.802  2.023  -0.055  0.303
N  1.825  -0.796  1.687  -0.647
N  0.339  0.209  -2.866  -0.607
N  -0.197  -0.834  3.124  -0.583
H  2.163  -0.465  -1.657  0.439
C  1.774  -0.682  -0.691  -0.972
H  3.533  -1.163  0.398  0.309
C  2.440  -0.901  0.508  -0.172
H  0.205  -1.483  4.007  0.289
H  -2.047  0.959  1.851  0.196

=====

## 3
DFT (wB97M-V/def2-TZVPD) results for C9H9N3 in the gas phase.

- E_LUMO: -0.1 eV
- HOMO energy: -8.140 eV

Last column: Mulliken charge in e.
Atoms and positions in Å:
N  -2.621  0.273  -0.143  -0.307
C  0.660  1.785  -0.153  -0.280
H  -2.872  -1.609  0.938  0.328
H  4.662  0.612  0.417  0.379
C  3.726  0.189  0.095  -0.021
H  -3.004  0.950  0.433  0.277
H  -1.217  2.639  -0.117  0.358
H  -0.679  -1.627  -0.074  0.416
C  -0.703  1.687  -0.113  -0.538
C  2.206  -1.575  -0.167  -0.358
C  1.179  -0.561  -0.209  0.102
H  -4.318  -0.726  0.453  0.316
C  1.654  0.798  -0.080  0.231
C  -0.241  -0.683  -0.171  -0.512
N  2.880  1.135  -0.044  -0.605
H  1.057  2.732  0.170  0.291
C  -1.201  0.386  -0.114  0.789
H  1.997  -2.584  -0.525  0.374
C  -3.272  -0.991  0.109  -0.937
N  3.490  -1.165  0.062  -0.579
H  -3.383  -1.665  -0.768  0.279

=====

Question: which arrangement is favored energetically? Ranking from most to least stable: 3, 2, 1.